DFT (ωB97M-V/def2-TZVPD) results for a structure of composition C2H2N2O2S in a non-equilibrium geometry.

```
9
Properties=species:S:1:pos:R:3:forces:R:3
C -2.41331 -0.50335 0.56620 0.3 -1.4 -2.5
C 0.93188 0.39033 -0.31250 -0.1 -0.4 0.5
N 1.90750 1.10311 0.03436 1.9 0.6 -0.5
N 1.16590 -0.90815 0.34594 0.7 -1.7 1.6
O 0.37871 -1.81049 0.20287 0.6 1.1 -0.6
O -0.11675 0.50943 -0.99434 -1.3 -0.2 -1.1
S -1.60085 -0.95533 -0.59624 -0.7 0.4 0.1
H -2.43483 0.24601 1.25271 -0.3 1.6 2.2
H 2.18175 1.92844 -0.49898 -1.0 0.1 0.2
```
Forces are in eV/Å.

The value obtained for the lowest unoccupied orbital energy (spin up / spin down) is -1.06 / -1.05 eV. The energy above the lowest of the compared OMol25 structures with the same formula, charge and spin comes out at 587.5 kJ/mol. The spin multiplicity is 1.

Atomic partial charges in e from the Löwdin method, atoms 1 to 8: atom 1 (C): -0.34, atom 2 (C): -0.69, atom 3 (N): 0.17, atom 4 (N): 0.05, atom 5 (O): -0.11, atom 6 (O): -0.18, atom 7 (S): 1.08, atom 8 (H): -0.03

DFT (ωB97M-V/def2-TZVPD) results for a cluster of 3 separate species, C4H10OS2 in total in a non-equilibrium geometry.

```
17
Properties=species:S:1:pos:R:3:forces:R:3
C 1.47413 -0.74159 -0.29595 -1.1 0.2 0.6
C 2.28029 -0.93536 0.79224 0.9 -0.5 0.0
O 4.19729 1.35264 1.37933 0.3 -0.4 0.2
C 1.84744 -0.95678 -1.59505 0.5 -0.5 0.3
S -2.17974 0.59654 0.35727 0.2 -0.1 0.1
S -3.91558 -0.24285 0.82653 -0.1 0.3 -0.2
C -5.08454 0.55961 -0.34255 0.1 -0.8 0.7
H 2.90359 -1.14086 -1.75807 0.0 0.0 -0.4
H 0.44450 -0.49693 -0.05715 -0.3 0.1 -0.2
H 1.96802 -0.87244 1.82628 -0.3 0.3 -0.2
H 3.29206 -1.30403 0.63555 0.0 0.0 0.1
H 3.36454 0.97019 1.07603 0.0 0.4 -0.1
H 4.20062 2.28955 1.17866 -0.3 0.1 -0.1
H 1.13673 -1.12434 -2.39002 0.0 0.4 -0.1
H -5.73192 -0.20918 -0.74644 0.1 -0.2 -0.4
H -4.43876 1.03000 -1.06134 -0.2 0.3 -0.4
H -5.75867 1.22585 0.17467 0.2 0.6 0.2
```
Forces are in eV/Å.

The value obtained for the lowest unoccupied orbital energy is -3.39 eV. The energy above the lowest of the compared OMol25 structures with the same formula, charge and spin comes out at 514.2 kJ/mol. The spin multiplicity is 1.

Atomic partial charges in e from the Löwdin method, atoms 1 to 8: atom 1 (C): -0.25, atom 2 (C): 0.04, atom 3 (O): -0.06, atom 4 (C): 0.10, atom 5 (S): 0.00, atom 6 (S): 0.26, atom 7 (C): -0.46, atom 8 (H): 0.07

DFT (ωB97M-V/def2-TZVPD) results for a structure of composition C20H39AlBr3FN3O9Si in a non-equilibrium geometry.

```
77
Properties=species:S:1:pos:R:3:forces:R:3
N 3.37564 1.81284 2.60962 -0.4 0.3 0.1
C 2.62311 2.27026 1.69025 0.2 -0.1 -0.2
C 1.71484 3.48745 1.79589 -0.2 -0.3 -0.2
Si 0.45254 3.39423 3.19622 0.1 -0.1 -0.2
C -0.70945 1.91331 3.08349 0.3 -0.2 -0.2
C 0.04701 0.56226 2.85862 -1.1 0.6 -0.4
C -0.02454 0.26856 1.36056 0.8 -0.1 0.2
N 0.70792 -0.95786 0.97053 -1.2 0.2 0.3
C 0.06993 -1.55018 -0.19206 1.0 0.1 0.1
C 0.99510 -2.32707 -1.11811 -0.4 0.3 0.6
C 0.43825 -3.34461 -1.84438 -0.6 -0.1 0.1
C 1.10958 -4.12259 -2.74659 -0.6 -0.6 -0.5
C 2.45279 -3.87217 -2.94511 -0.3 -0.6 -0.4
C 3.04709 -2.85969 -2.23742 0.9 0.0 -0.2
C 2.34647 -2.08294 -1.33163 0.3 0.7 0.5
O 2.97643 -1.05205 -0.69513 -0.2 -0.6 -0.1
H 3.26314 2.40361 3.44291 0.1 -0.1 0.0
H 2.65167 1.75987 0.71730 0.1 0.1 0.1
H 1.17131 3.59877 0.84681 0.1 0.1 0.1
H 2.31124 4.40398 1.90049 0.0 -0.2 0.0
H 1.17654 3.30881 4.48641 0.0 0.0 0.1
H -0.32074 4.65858 3.20023 -0.1 0.0 0.0
H -1.40526 2.03775 2.24035 0.0 0.2 0.2
H -1.33149 1.85705 3.98294 0.2 0.1 -0.1
H 1.06548 0.61910 3.24441 -0.1 -0.4 -0.1
H -0.55793 -0.19570 3.36935 0.6 -0.1 0.1
H 0.42349 1.08893 0.78547 -0.3 0.0 0.0
H -1.09706 0.17508 1.10826 0.2 0.1 -0.1
H 0.62615 -1.58518 1.76658 0.3 -0.1 -0.2
H -0.73670 -2.24499 0.16919 -0.1 0.1 -0.4
H -0.38367 -0.75065 -0.79275 -0.1 -0.1 0.2
H -0.64259 -3.51450 -1.68768 0.8 -0.3 -0.3
H 0.55884 -4.88654 -3.28809 0.3 0.0 0.0
H 2.99069 -4.48259 -3.66182 0.2 0.2 0.1
H 4.10271 -2.65980 -2.39675 -0.1 0.2 0.1
H 3.60562 -1.44140 -0.07550 0.2 0.5 0.0
Al -2.49579 -3.32382 -1.26147 -0.8 0.5 -0.1
C -2.62846 -1.01203 -5.07735 -0.2 -0.2 -0.3
Br -3.31538 -0.22450 -3.46338 0.0 0.0 0.2
Br -2.48476 0.26918 -6.49849 0.1 0.0 0.2
Br -0.95758 -1.92368 -4.74002 -0.1 0.0 0.2
H -3.34671 -1.76252 -5.39379 0.0 0.0 -0.1
C -5.30918 0.73917 5.25915 -0.1 -0.2 -0.1
N -3.86313 1.09170 5.26603 -0.1 0.0 -0.1
O -3.07092 0.23151 4.93447 0.0 0.0 0.1
O -3.57658 2.21859 5.60309 0.0 0.0 0.0
H -5.41210 -0.29121 4.93881 0.1 0.0 0.0
H -5.68157 0.87229 6.27062 0.0 0.1 0.0
H -5.80591 1.41344 4.56752 0.0 0.1 0.1
C 0.89641 -1.09717 6.73449 -0.3 0.2 0.0
O 0.13822 -0.31717 5.81912 0.1 -0.1 0.1
H 1.81327 -1.40629 6.23804 0.0 0.0 0.0
H 1.15076 -0.50815 7.61999 0.1 -0.1 0.1
H 0.33470 -1.98660 7.03634 0.1 -0.1 0.1
H -0.67017 -0.04736 6.26502 0.0 0.1 -0.2
C -2.09355 -3.90844 -7.98762 0.6 0.0 -0.2
C -3.38961 -3.14486 -8.36615 0.6 -0.2 -0.2
O -4.40072 -3.62231 -7.62737 -0.2 0.4 0.0
H -2.17957 -4.97650 -8.19157 -0.2 0.0 0.0
H -1.24761 -3.52760 -8.57349 0.0 0.0 0.0
H -1.85229 -3.77504 -6.93377 -0.1 0.0 0.1
H -3.47261 -3.23577 -9.47132 -0.4 -0.3 0.0
H -3.13811 -2.07047 -8.23999 -0.2 0.1 0.4
C 6.49046 4.49912 0.30093 0.0 0.2 0.1
C 5.08536 4.19309 0.77691 -0.1 -0.2 -0.3
O 4.23439 5.34403 0.60728 0.0 0.3 0.4
H 6.91022 5.34692 0.85356 0.0 0.0 0.0
H 7.14219 3.63434 0.43333 0.0 0.0 -0.1
H 6.48480 4.77416 -0.75655 0.0 -0.2 0.0
H 5.09370 3.93926 1.83934 -0.1 0.2 0.1
H 4.65678 3.34867 0.21587 0.3 -0.1 -0.2
H 4.22883 5.54773 -0.33261 -0.1 -0.2 0.0
F 4.36027 2.13122 -1.18401 -0.2 0.0 0.1
C -6.95027 -0.73857 -2.85098 0.2 -0.3 0.4
O -7.28447 0.23383 -3.52773 0.0 0.0 -0.1
O -6.91246 -0.76498 -1.58710 0.0 0.2 0.0
O -6.57505 -1.85314 -3.32802 0.0 0.1 -0.3
```
Forces are in eV/Å.

The value obtained for the lowest unoccupied orbital energy is -2.49 eV. As for the total charge: -1. The energy above the lowest of the compared OMol25 structures with the same formula, charge and spin comes out at 0.0 kJ/mol. The spin multiplicity is 1.

Atomic partial charges in e from the Löwdin method, atoms 1 to 8: atom 1 (N): 0.08, atom 2 (C): -0.34, atom 3 (C): -0.29, atom 4 (Si): 0.66, atom 5 (C): -0.32, atom 6 (C): -0.25, atom 7 (C): -0.24, atom 8 (N): -0.03

DFT (ωB97M-V/def2-TZVPD) results for a cluster of 3 separate species, C4H14NO2 in total in a non-equilibrium geometry.

```
21
Properties=species:S:1:pos:R:3:forces:R:3
C 1.89803 2.55432 -0.73244 0.7 1.0 0.7
C 1.48520 1.31217 0.08715 -0.3 -0.9 -1.3
C 0.18681 1.44351 0.82474 -1.4 1.8 -0.1
C -0.97289 0.76992 0.76306 3.1 -1.1 -0.4
N -0.65036 -0.78549 0.58457 -0.2 1.0 0.9
H 1.55788 2.50540 -1.76249 -0.3 0.0 0.1
H 1.64523 3.53211 -0.30491 -0.4 -0.3 0.0
H 2.98585 2.61568 -0.77767 0.0 -0.3 -0.1
H 1.32372 0.62521 -0.75509 0.1 -0.6 0.7
H 2.31913 0.92948 0.68238 -0.2 0.2 0.2
H 0.07309 2.35625 1.40594 0.0 0.4 -0.4
H -1.88444 1.07983 1.24293 -0.3 -0.6 -0.1
H -1.39386 -1.30650 1.05554 0.2 -0.4 -0.1
H 0.18061 -0.69676 1.15712 -0.1 -1.0 0.7
H -0.25832 -1.35749 -0.17894 -0.8 0.8 -1.1
H 2.16069 -2.57222 -1.60924 -0.2 0.2 0.4
H 1.49551 -1.57004 -2.48327 -0.2 0.3 -0.1
O 1.60385 -1.77905 -1.54937 0.1 -0.4 -0.2
H -3.84720 -3.01233 0.56822 -0.6 -0.8 0.1
H -3.72066 -1.51299 0.71750 -0.5 0.2 0.0
O -3.24553 -2.29456 0.44363 1.1 0.8 -0.1
```
Forces are in eV/Å.

The value obtained for the lowest unoccupied orbital energy is -3.34 eV. As for the total charge: +1. The energy above the lowest of the compared OMol25 structures with the same formula, charge and spin comes out at 259.7 kJ/mol. The spin multiplicity is 1.

Atomic partial charges in e from the Löwdin method, atoms 1 to 8: atom 1 (C): -0.08, atom 2 (C): -0.23, atom 3 (C): -0.10, atom 4 (C): 0.01, atom 5 (N): 0.20, atom 6 (H): 0.08, atom 7 (H): 0.08, atom 8 (H): 0.08

DFT (ωB97M-V/def2-TZVPD) results for a structure of composition C6H10B2O4Rb in a non-equilibrium geometry.

```
23
Properties=species:S:1:pos:R:3:forces:R:3
Rb 3.52554 -17.88427 -1.61842 0.1 -1.0 0.2
B 3.30337 -21.21257 -3.15831 -0.1 0.1 -0.1
H 2.30222 -21.13401 -2.76366 -4.1 0.0 1.9
H 3.71601 -22.20625 -3.07720 1.6 -3.9 0.2
H 3.16326 -20.85241 -4.16573 -0.1 1.3 -4.5
H 3.90549 -20.51248 -2.60014 2.7 2.9 2.2
B 3.06917 -19.63120 0.67880 0.0 -0.2 0.2
H 2.16151 -19.67831 0.09727 -4.0 -0.1 -2.3
H 3.00983 -20.34134 1.48900 -0.3 -2.6 3.4
H 3.84121 -19.97755 0.00928 3.2 -1.1 -2.5
H 3.22870 -18.61569 1.00672 0.8 4.3 1.5
C 9.84217 -19.40400 -0.05986 -4.7 2.1 2.0
C 8.50547 -18.90168 0.42670 0.1 0.4 1.4
C 7.28353 -18.89255 -0.70365 -1.0 1.2 2.7
O 6.13553 -18.44325 -0.36791 3.9 -1.3 -1.7
C 7.61706 -19.42027 -2.04631 -2.2 1.5 3.3
C 8.85127 -19.95222 -2.31760 1.3 -3.3 -5.2
C 10.01055 -19.93768 -1.31430 3.0 -0.1 0.0
O 11.20527 -20.30407 -1.54337 -1.7 -0.3 -1.6
O 8.96088 -20.55961 -3.50819 0.3 2.1 4.2
O 8.28567 -18.47345 1.60868 0.5 -1.2 -3.7
H 10.64743 -19.22242 0.63654 0.2 -0.4 -0.2
H 6.66112 -19.44048 -2.54849 0.5 -0.5 -1.3
```
Forces are in eV/Å.

The value obtained for the lowest unoccupied orbital energy (spin up / spin down) is 3.41 / 2.89 eV. As for the total charge: -2. The spin multiplicity is 2. As for the expectation value of S²: 0.792.

Atomic partial charges in e from the Löwdin method, atoms 1 to 8: atom 1 (Rb): 0.90, atom 2 (B): -0.46, atom 3 (H): -0.10, atom 4 (H): -0.10, atom 5 (H): -0.12, atom 6 (H): -0.15, atom 7 (B): -0.55, atom 8 (H): -0.11

DFT (ωB97M-V/def2-TZVPD) results for the molecule C15H21N3O.

```
40
Properties=species:S:1:pos:R:3:forces:R:3
C 3.44520 2.62681 1.76095 -0.2 0.0 -0.3
H 4.42951 2.51661 2.21240 0.1 0.0 0.1
H 3.20062 3.68647 1.73083 0.0 0.1 0.1
H 2.72014 2.12607 2.39809 -0.1 0.0 0.2
C 3.44340 2.03832 0.35040 0.2 0.0 0.1
C 4.50540 2.73587 -0.49877 -0.3 0.0 0.1
H 4.48446 2.36697 -1.52187 0.1 0.0 -0.1
H 4.33045 3.80925 -0.52042 0.0 0.1 0.0
H 5.49717 2.55927 -0.08676 0.1 0.0 0.0
C 3.67996 0.51481 0.37917 -0.4 0.1 -0.2
C 2.44353 -0.30930 0.01503 0.3 -0.3 -0.2
N 1.43854 -0.13695 1.07250 -0.1 0.4 0.1
N 0.17889 -0.64142 0.71346 0.2 -0.2 -0.1
C -0.77601 0.15112 0.17540 0.5 0.0 0.1
O -0.57226 1.33205 -0.07857 -0.1 0.0 0.0
C -2.07304 -0.48887 -0.06754 -0.4 -0.4 0.0
C -2.54396 -1.76347 0.14084 0.4 0.4 0.0
C -3.89188 -1.78332 -0.29744 -0.2 0.4 -0.2
C -4.88142 -2.76956 -0.33879 -0.1 0.1 0.0
C -6.11765 -2.43754 -0.83856 0.0 -0.3 0.1
C -6.39549 -1.14494 -1.30068 0.0 0.2 0.0
C -5.44299 -0.15173 -1.27384 -0.1 0.1 -0.1
C -4.18814 -0.47704 -0.76875 -0.2 -0.6 0.1
N -3.06977 0.27625 -0.61620 0.3 0.3 0.0
H -2.93912 1.24809 -0.84776 0.0 -0.1 0.0
H -5.65729 0.84486 -1.62978 -0.1 0.1 0.0
H -7.38086 -0.92753 -1.68540 -0.1 0.0 0.0
H -6.89766 -3.18350 -0.87931 0.0 -0.1 0.0
H -4.67181 -3.76750 0.01651 0.0 -0.1 0.0
H -2.00975 -2.59554 0.55612 0.2 -0.1 0.1
H -0.00709 -1.59370 0.98314 -0.1 0.2 0.1
H 1.30207 0.86444 1.21962 -0.1 -0.2 0.0
C 2.78883 -1.79312 -0.09369 -0.1 0.3 0.0
H 3.12000 -2.16448 0.87270 0.1 -0.1 0.1
H 1.92312 -2.36859 -0.41331 -0.1 -0.1 0.0
H 3.58306 -1.94174 -0.82019 0.1 -0.1 -0.1
H 2.05209 0.03928 -0.95563 0.0 0.0 0.1
H 4.01235 0.20838 1.37197 0.1 -0.1 0.1
H 4.46907 0.25588 -0.32824 0.0 -0.1 0.0
H 2.46832 2.23902 -0.10762 0.0 0.0 0.0
```
Forces are in eV/Å.

The value obtained for the lowest unoccupied orbital energy is 0.61 eV. The energy above the lowest of the compared OMol25 structures with the same formula, charge and spin comes out at 107.5 kJ/mol. The spin multiplicity is 1. Its SMILES is CC(C)C[C@@H](C)NNC(=O)c1cc2ccccc2[nH]1.

Atomic partial charges in e from the Löwdin method, atoms 1 to 8: atom 1 (C): -0.08, atom 2 (H): 0.08, atom 3 (H): 0.08, atom 4 (H): 0.07, atom 5 (C): -0.43, atom 6 (C): -0.08, atom 7 (H): 0.08, atom 8 (H): 0.07

Q: Which value of spin multiplicity does entry 1 give?
A: 1